## w
Formula: C4H11N2S
Source: the Open Molecules 2025 dataset
Level of theory: ωB97M-V/def2-TZVPD

CARTESIAN COORDINATES (ANGSTROEM)
S: 0.802 -3.002 -0.432
N: -1.214 1.021 -0.020
N: 1.901 -0.207 1.223
C: -1.408 0.620 -1.446
C: 0.817 -0.219 0.178
C: 0.159 1.133 0.482
C: 0.095 -1.510 0.261
H: -0.941 -1.378 -0.165
H: -1.718 1.813 0.152
H: 1.262 -0.201 -0.815
H: -1.230 1.490 -2.116
H: 1.380 -0.408 2.096
H: -0.912 -0.296 -1.763
H: 0.173 1.362 1.518
H: -2.520 0.481 -1.611
H: 0.823 2.033 0.116
H: 0.081 -1.702 1.324
H: 2.449 -1.031 1.016

The HOMO-LUMO gap is 6.08 eV. Its SMILES is CNC[C@@H](N)C[S-]. The net charge is -1. The HOMO energy comes out at -2.38 eV.

## x
Formula: C4H11N2S
Source: the Open Molecules 2025 dataset
Level of theory: ωB97M-V/def2-TZVPD

CARTESIAN COORDINATES (ANGSTROEM)
S: -3.217 -0.688 -0.160
N: 2.320 -1.112 1.672
N: 0.635 0.430 0.346
C: 1.350 -0.837 0.563
C: -1.023 1.293 -1.575
C: -0.657 0.200 -0.555
C: -1.834 0.204 0.519
H: 1.953 -1.153 -0.332
H: -0.329 1.141 -2.527
H: -1.960 0.923 -1.990
H: 2.918 -1.913 1.417
H: 0.650 -1.649 0.695
H: -1.210 2.206 -1.012
H: -1.335 -0.431 1.287
H: -1.900 1.231 0.969
H: -0.385 -0.699 -1.061
H: 1.165 1.155 -0.190
H: 2.859 -0.302 1.934

The HOMO-LUMO gap is 5.84 eV. Its SMILES is C[C@H](C[S-])NCN. The net charge is -1. The HOMO energy comes out at -2.26 eV.

## y
Formula: C4H11N2S
Source: the Open Molecules 2025 dataset
Level of theory: ωB97M-V/def2-TZVPD

CARTESIAN COORDINATES (ANGSTROEM)
S: -1.837 -2.529 -1.263
N: 0.695 1.839 0.224
N: 2.710 2.009 1.701
C: -1.227 0.144 -0.218
C: -0.716 -1.138 -0.813
C: -0.284 0.887 0.736
C: 2.103 1.409 0.494
H: -1.665 0.895 -0.906
H: 1.926 2.439 2.211
H: 0.003 -1.529 -0.072
H: 2.731 1.268 2.412
H: 0.731 1.907 -0.780
H: -0.931 1.396 1.466
H: 0.191 0.155 1.404
H: 2.157 0.329 0.641
H: -0.052 -0.989 -1.678
H: 2.618 1.702 -0.416
H: -2.142 -0.052 0.363

The HOMO-LUMO gap is 5.86 eV. Its SMILES is NCNCCC[S-]. The net charge is -1. The HOMO energy comes out at -2.31 eV.

Quick look at relative energies in eV: w 0.189; x 0.789; y 0.000.